No. 1
A molecular structure, C37H40IrN4O3SbSi, computed with ωB97M-V with the def2-TZVPD basis set.

Last column: Mulliken spin population.
CARTESIAN COORDINATES (ANGSTROEM)
Ir  -1.0955  -0.6240  0.7514  0.127
O  -0.6367  2.1364  3.6905  0.095
C  -0.5314  1.2486  2.8769  -0.047
N  -1.3061  1.0556  1.7508  0.190
C  -2.2526  1.9008  1.2272  0.153
C  -2.5658  3.1793  1.7246  -0.042
C  -3.5047  3.9340  1.0704  0.061
C  -4.1603  3.4503  -0.0779  0.066
C  -3.8859  2.2068  -0.5864  -0.029
C  -2.9239  1.4052  0.0552  0.153
N  -2.5302  0.1530  -0.3502  0.168
C  -2.9459  -0.5377  -1.4662  -0.046
O  -3.7976  -0.2069  -2.2583  0.091
C  -2.1769  -1.8307  -1.6249  -0.002
C  -2.3778  -2.6068  -2.7482  -0.002
C  -1.6308  -3.7636  -2.9046  0.002
C  -0.7131  -4.1056  -1.9263  0.003
C  -0.5725  -3.2825  -0.8228  -0.004
N  -1.2890  -2.1702  -0.6700  0.004
C  0.5319  0.1811  2.9866  -0.009
C  1.5545  0.3279  3.8991  -0.002
C  2.5805  -0.6065  3.9090  0.002
C  2.5468  -1.6476  3.0006  0.003
C  1.4803  -1.7377  2.1213  -0.004
N  0.4820  -0.8579  2.1254  0.002
H  -2.0591  3.5485  2.6015  -0.002
H  -3.7415  4.9220  1.4415  0.003
H  -4.8925  4.0734  -0.5736  0.004
H  -4.3811  1.8389  -1.4700  -0.003
H  -3.1028  -2.2762  -3.4787  0.000
H  -1.7576  -4.3852  -3.7804  0.000
H  -0.1036  -4.9937  -2.0116  0.000
H  0.1351  -3.5098  -0.0381  0.000
H  1.5352  1.1808  4.5630  0.000
H  3.4043  -0.5094  4.6031  0.000
H  3.3415  -2.3764  2.9466  0.000
H  1.4299  -2.5201  1.3789  0.002
C  -3.6781  -0.4502  3.7748  0.008
Sb  -2.7762  -1.7366  2.3600  0.020
C  -4.4182  -2.7428  1.4864  0.002
C  -1.8934  -3.2232  3.5809  -0.001
H  -4.3304  -1.0282  4.4266  0.001
H  -4.2591  0.3119  3.2573  -0.002
H  -2.9068  0.0383  4.3689  0.000
H  -5.0453  -3.1496  2.2778  0.000
H  -4.0599  -3.5534  0.8538  0.000
H  -4.9998  -2.0471  0.8838  0.000
H  -2.6615  -3.6726  4.2083  0.000
H  -1.1340  -2.7653  4.2131  0.000
H  -1.4320  -3.9948  2.9673  0.000
C  1.2210  3.0890  0.5924  0.005
C  1.4050  2.6739  -0.8717  -0.003
C  2.6406  3.3687  -1.4614  0.001
C  0.1633  3.1305  -1.6526  0.006
Si  1.5670  0.8055  -1.1146  -0.020
O  0.3406  -0.0664  -0.5211  0.034
C  1.5906  0.4402  -2.9566  0.000
C  2.7747  0.3982  -3.6957  0.000
C  2.7643  0.1260  -5.0576  0.000
C  1.5617  -0.1094  -5.7088  0.000
C  0.3717  -0.0715  -4.9945  0.001
C  0.3923  0.1992  -3.6335  -0.001
C  3.1516  0.0470  -0.3978  0.000
C  4.0558  0.6464  0.4803  0.000
C  5.1448  -0.0518  0.9945  0.000
C  5.3614  -1.3717  0.6308  0.000
C  4.4830  -1.9914  -0.2499  0.000
C  3.3962  -1.2892  -0.7489  -0.001
H  1.0947  4.1753  0.6569  0.000
H  2.0666  2.8234  1.2243  0.000
H  0.3247  2.6347  1.0219  0.005
H  2.5410  4.4540  -1.3561  0.000
H  2.7541  3.1486  -2.5246  0.000
H  3.5650  3.0722  -0.9595  0.000
H  0.0351  4.2135  -1.5493  0.001
H  -0.7487  2.6528  -1.2815  0.003
H  0.2509  2.9059  -2.7175  0.000
H  3.7245  0.5743  -3.2014  0.000
H  3.6942  0.0978  -5.6112  0.000
H  1.5517  -0.3175  -6.7711  0.000
H  -0.5703  -0.2450  -5.5012  0.000
H  -0.5428  0.2312  -3.0828  0.003
H  3.9370  1.6836  0.7603  0.000
H  5.8364  0.4460  1.6631  0.000
H  6.2201  -1.9091  1.0138  0.000
H  4.6591  -3.0148  -0.5600  0.000
H  2.7288  -1.7804  -1.4518  0.000

Values from the calculation:
multiplicity: 2
gap between HOMO and LUMO (alpha / beta): 7.436 / 5.592 eV
charge: +1


No. 2
2 unconnected molecules or ions with the total composition C37H40N2O5, computed with ωB97M-V with the def2-TZVPD basis set.

Last column: Mulliken charge in e.
CARTESIAN COORDINATES (ANGSTROEM)
C  3.6155  -5.5662  1.8582  -0.798
O  3.1027  -5.0937  3.0778  -0.384
C  2.7446  -3.7320  3.0869  0.927
C  2.2150  -3.2306  4.2894  -0.725
C  1.8699  -1.9215  4.4069  0.060
N  2.0457  -1.0505  3.3301  0.131
C  1.6675  0.3642  3.4689  -1.420
C  0.2382  0.6286  3.1133  1.992
C  -0.5772  -0.4126  2.8554  -0.392
C  -1.9566  -0.3464  2.3858  -0.307
C  -2.3778  0.6379  1.4888  -0.493
C  -3.6846  0.7176  1.0846  -0.690
C  -4.6474  -0.1838  1.5543  0.878
O  -5.9549  -0.0070  1.1000  -0.439
C  -6.9214  -0.8153  1.7228  -0.862
C  -4.2198  -1.1949  2.4260  -0.522
C  -2.9060  -1.2744  2.8243  -1.067
C  -0.2642  2.0158  3.1226  -0.321
C  0.5901  3.1166  2.6006  -0.794
O  -1.3520  2.2942  3.5774  -0.376
C  2.5320  -1.5423  2.1161  -0.325
C  2.8858  -2.8532  1.9964  -0.610
H  3.8245  -6.6324  1.9626  0.224
H  2.8772  -5.4221  1.0698  0.355
H  4.5396  -5.0415  1.6155  0.358
H  2.0995  -3.9108  5.1129  0.485
H  1.4749  -1.5308  5.3253  0.421
H  1.8593  0.6721  4.5005  0.323
H  2.3253  0.9598  2.8319  0.421
H  -0.1481  -1.3898  2.9695  0.397
H  -1.6559  1.3449  1.1193  0.578
H  -3.9994  1.4844  0.3978  0.535
H  -7.9070  -0.5352  1.3497  0.245
H  -6.7405  -1.8605  1.4819  0.328
H  -6.8913  -0.6642  2.8009  0.359
H  -4.9279  -1.9228  2.7783  0.393
H  -2.5977  -2.0505  3.5033  0.413
H  1.4484  2.7451  2.0483  0.458
H  0.0010  3.7286  1.9272  -0.231
H  0.9441  3.7627  3.4017  0.404
H  2.6499  -0.8573  1.2934  0.406
H  3.2604  -3.2183  1.0560  0.462
C  -3.7838  4.3388  7.2978  -1.705
C  -4.4961  4.4035  5.9487  2.205
C  -3.8571  3.4218  4.9630  -1.880
C  -5.9908  4.0992  6.0858  -1.895
O  -4.4158  5.7545  5.4046  -0.471
C  -3.1417  6.3691  5.3920  -0.197
C  -2.4792  6.2996  4.1098  -0.117
N  -1.4296  6.9789  3.7869  -0.537
C  -0.9360  7.0017  2.5229  -0.121
C  0.3878  7.5553  2.3611  0.990
C  0.9652  7.8397  1.1159  -0.441
C  2.1895  8.4605  1.0501  -0.749
C  2.8811  8.7993  2.1996  -0.497
C  2.3315  8.5072  3.4294  -0.527
C  1.0999  7.9107  3.5101  -0.755
C  -1.6895  6.4256  1.4144  0.741
C  -1.0515  5.6280  0.4495  -0.682
C  -1.7837  4.9283  -0.4761  -0.934
C  -3.1609  5.0362  -0.5104  -0.521
C  -3.8084  5.8604  0.3906  -0.706
C  -3.0879  6.5513  1.3315  -0.306
O  -2.6220  6.8996  6.3670  -0.638
H  -4.2177  5.0514  7.9970  0.380
H  -3.8455  3.3362  7.7172  0.448
H  -2.7341  4.5997  7.1718  0.321
H  -4.2125  3.6163  3.9538  0.366
H  -2.7735  3.5197  4.9656  0.276
H  -4.1030  2.3943  5.2222  0.636
H  -6.4757  4.2001  5.1137  0.387
H  -6.1626  3.0897  6.4575  0.362
H  -6.4572  4.8115  6.7659  0.444
H  -2.8989  5.6229  3.3930  0.748
H  0.4273  7.6310  0.2058  0.483
H  2.6070  8.7079  0.0914  0.387
H  3.8273  9.3143  2.1337  0.369
H  2.8616  8.7506  4.3324  0.393
H  0.6298  7.7374  4.4634  0.498
H  0.0153  5.5052  0.4981  0.618
H  -1.2809  4.2543  -1.1442  0.405
H  -3.7255  4.4467  -1.2125  0.459
H  -4.8827  5.9278  0.3738  0.411
H  -3.6046  7.1779  2.0375  0.554

Values from the calculation:
gap between HOMO and LUMO: 1.448 eV


No. 3
A molecular structure, C37H41AsF6N5O2Pd, computed with ωB97M-V with the def2-TZVPD basis set.

Last column: Mulliken spin population.
CARTESIAN COORDINATES (ANGSTROEM)
Pd  0.0329  -0.0344  0.3985  -0.005
C  2.5131  -4.1995  1.1307  0.002
C  2.1677  -3.3065  -0.0644  -0.022
C  3.2767  -3.3903  -1.1123  0.022
C  0.8017  -3.6759  -0.5906  0.024
C  0.6321  -4.6475  -1.5607  -0.011
C  -0.6317  -4.9860  -2.0096  0.006
C  -1.7410  -4.3408  -1.4970  -0.012
C  -1.6231  -3.3700  -0.5112  -0.012
C  -2.9052  -2.7850  0.0588  0.005
C  -3.0746  -3.1556  1.5364  0.000
C  -3.0833  -1.2731  -0.1201  0.000
C  -0.3349  -3.0482  -0.0446  0.004
N  -0.1655  -2.0532  0.9162  -0.012
C  -0.1247  -2.3021  2.2244  -0.003
O  -0.1960  -3.4099  2.7702  0.000
C  -0.0167  -1.0316  3.0179  0.000
C  0.1323  -0.9767  4.3928  -0.001
C  0.2874  0.2662  5.0028  0.001
C  0.3161  1.4127  4.2171  0.001
C  0.1214  1.2886  2.8492  0.005
N  -0.0926  0.0921  2.2933  0.001
C  -0.0472  2.4536  1.9233  -0.006
O  -0.0147  3.6083  2.3615  0.000
N  -0.3141  2.1055  0.6511  0.002
C  -0.9530  3.0835  -0.1195  0.000
C  -2.2228  3.5505  0.2850  0.004
C  -2.8039  4.6029  -0.4051  -0.001
C  -2.2018  5.1467  -1.5254  0.000
C  -0.9993  4.6283  -1.9715  0.003
C  -0.3614  3.6128  -1.2775  -0.015
C  0.9871  3.0981  -1.7081  0.008
C  1.0565  2.8124  -3.2098  -0.009
C  2.0811  4.0879  -1.3013  0.001
C  -2.9555  2.9143  1.4477  0.000
C  -4.3695  2.4835  1.0519  0.000
C  -3.0005  3.8585  2.6505  0.000
H  3.4055  -3.8281  1.6262  0.000
H  2.6894  -5.2217  0.7966  0.000
H  1.6966  -4.2094  1.8454  0.000
H  2.1242  -2.2639  0.2861  -0.001
H  3.4926  -4.4250  -1.3827  0.001
H  4.1853  -2.9494  -0.7037  0.000
H  3.0046  -2.8387  -2.0110  -0.002
H  1.4936  -5.1552  -1.9693  0.002
H  -0.7536  -5.7585  -2.7571  0.000
H  -2.7269  -4.6048  -1.8644  0.001
H  -3.7279  -3.2682  -0.4868  0.000
H  -2.5143  -2.4791  2.1727  0.000
H  -2.7055  -4.1606  1.7232  0.000
H  -4.1248  -3.1026  1.8266  0.000
H  -2.1931  -0.7103  0.2140  -0.001
H  -3.9380  -0.9368  0.4654  0.000
H  -3.2770  -1.0280  -1.1623  0.002
H  0.1323  -1.9035  4.9496  0.000
H  0.3857  0.3340  6.0784  0.000
H  0.4670  2.3964  4.6378  0.000
H  -3.7471  5.0147  -0.0694  0.000
H  -2.6652  5.9735  -2.0498  0.000
H  -0.5371  5.0458  -2.8564  0.000
H  1.1635  2.1691  -1.1544  -0.002
H  1.0281  3.7395  -3.7830  0.001
H  0.2322  2.1767  -3.5281  0.000
H  1.9853  2.2940  -3.4420  0.002
H  1.9600  5.0396  -1.8194  0.000
H  3.0601  3.6764  -1.5337  0.000
H  2.0418  4.2686  -0.2311  0.001
H  -2.4124  2.0065  1.7346  0.000
H  -4.9859  3.3430  0.7982  0.000
H  -4.8438  1.9628  1.8828  0.000
H  -4.3342  1.8124  0.1970  0.000
H  -3.5575  4.7601  2.3984  0.000
H  -1.9854  4.1376  2.9242  0.000
H  -3.4792  3.3764  3.5044  0.000
N  2.4072  -1.3935  -6.4469  0.193
C  1.9873  -1.2295  -5.3745  -0.017
C  1.4863  -1.0029  -4.1073  0.281
C  0.1232  -1.2233  -3.7683  0.041
C  -0.3453  -0.8637  -2.5391  0.063
N  0.4169  -0.2806  -1.5794  0.289
C  1.7415  -0.1490  -1.8686  0.053
C  2.3045  -0.4900  -3.0612  0.105
H  -0.5390  -1.6584  -4.5036  0.005
H  -1.3858  -1.0244  -2.2878  0.025
H  2.3616  0.2747  -1.0859  -0.011
H  3.3644  -0.3551  -3.2258  -0.010
F  2.4969  0.1415  1.2860  -0.001
As  4.2602  0.2313  1.4962  0.001
F  4.2612  1.8810  0.8919  0.000
F  4.5140  -0.3448  -0.1532  0.003
F  4.0122  0.8024  3.1356  0.000
F  4.2910  -1.4319  2.0659  0.000
F  6.0294  0.3103  1.7177  0.000

Values from the calculation:
multiplicity: 2
gap between HOMO and LUMO (alpha / beta): 4.625 / 7.615 eV
charge: -2


Results for energy: -2512.70149; -1919.42339; -4821.95727 (in a.u., following the order of the records).